Entry 1:
The following is a quantum chemistry calculation of a 2-piece molecular cluster, C9H14 overall at a distorted geometry, from the OMol25 dataset.

Geometry (Å):
C 0.812 -3.076 -0.169
C -0.130 -1.894 -0.179
C -0.602 -1.392 -1.388
C -1.507 -0.334 -1.369
C -1.888 0.206 -0.145
C -1.481 -0.321 1.074
C -0.566 -1.369 1.036
H 0.373 -4.015 -0.488
H 1.241 -3.224 0.812
H 1.665 -2.868 -0.826
H -0.215 -1.791 -2.313
H -1.906 0.157 -2.250
H -2.688 0.924 -0.190
H -1.845 0.112 1.988
H -0.185 -1.822 1.943
C 1.475 2.501 0.976
C 0.790 2.702 -0.392
H 1.406 1.452 1.268
H 2.525 2.764 1.008
H 0.900 2.977 1.765
H 1.520 2.956 -1.152
H 0.089 3.531 -0.324
H 0.217 1.826 -0.686

Cartesian forces, eV/Å:
0.7 0.5 -0.3
0.0 -0.7 0.1
-0.1 0.6 0.2
0.5 0.1 0.4
-1.1 -0.4 -0.1
0.6 0.0 -0.8
-0.1 0.1 0.0
-0.3 0.0 -0.1
0.0 -0.1 0.3
-0.1 -0.1 -0.1
-0.1 -0.1 -0.2
0.2 -0.4 -0.1
0.1 0.5 0.3
0.0 -0.1 0.3
-0.1 0.1 0.1
-0.8 -0.9 0.0
0.2 0.3 0.5
0.2 -0.2 -0.2
0.0 0.3 0.0
0.3 0.5 0.1
0.0 -0.1 -0.3
-0.1 0.1 -0.1
0.1 0.0 -0.1

Properties
2S+1: 1
E, eV: -9559.8568
E_HOMO, eV: -9.06
Frontier orbital gap, eV: 10.096
SMILES: Cc1ccccc1.CC
ΔE to the lowest compared entry with this formula, charge and spin, kcal/mol: 7.49

Here are the Löwdin charges for atoms 1 to 5, given in e: -0.06, -0.28, -0.05, -0.09, -0.13

Entry 2:
The following is a quantum chemistry calculation of a 2-piece molecular cluster, C9H14 overall, from the OMol25 dataset.

Geometry (Å):
C 0.976 -1.882 0.161
C 0.905 -0.441 -0.280
C 0.314 0.546 0.516
C 0.356 1.870 0.124
C 1.085 2.248 -0.998
C 1.588 1.277 -1.844
C 1.488 -0.062 -1.493
H 1.675 -1.958 1.003
H 1.438 -2.491 -0.621
H 0.005 -2.343 0.336
H -0.249 0.250 1.390
H -0.119 2.657 0.686
H 1.292 3.297 -1.150
H 1.982 1.574 -2.810
H 1.914 -0.855 -2.090
C -3.030 -1.226 0.778
C -2.171 -1.151 2.035
H -3.618 -0.316 0.632
H -2.472 -1.294 -0.160
H -3.724 -2.062 0.769
H -1.212 -1.637 1.890
H -2.055 -0.101 2.283
H -2.579 -1.644 2.914

Cartesian forces, eV/Å:
0.6 -0.1 -0.5
0.1 0.2 -0.2
-0.4 -0.4 -0.4
0.5 0.2 0.0
-0.1 0.0 0.2
-0.1 0.0 -0.3
-0.1 -0.1 0.6
-0.6 -0.1 0.2
0.0 0.1 -0.1
0.0 0.1 0.4
0.2 0.1 0.1
-0.1 0.0 0.4
-0.3 0.1 -0.4
0.3 -0.1 0.2
0.0 0.1 -0.3
-0.4 0.1 -0.5
-0.1 -0.1 -0.1
-0.1 -0.1 0.3
0.4 -0.1 0.2
0.0 -0.1 0.1
0.2 0.2 0.0
0.4 0.0 0.2
-0.5 0.0 -0.1

Properties
2S+1: 1
E, eV: -9559.7556
E_HOMO, eV: -8.98
Frontier orbital gap, eV: 10.028
SMILES: Cc1ccccc1.CC
ΔE to the lowest compared entry with this formula, charge and spin, kcal/mol: 9.82

Here are the Löwdin charges for atoms 1 to 5, given in e: -0.05, -0.27, -0.05, -0.09, -0.10

Entry 3:
The following is a quantum chemistry calculation of a 2-piece molecular cluster, C9H14 overall at a distorted geometry, from the OMol25 dataset.

Geometry (Å):
C 1.433 2.899 1.531
C 0.606 1.704 1.157
C 0.543 1.243 -0.157
C -0.285 0.167 -0.454
C -0.966 -0.527 0.531
C -0.838 -0.071 1.842
C 0.059 0.929 2.184
H 0.796 3.688 1.952
H 1.986 3.349 0.717
H 2.116 2.708 2.354
H 1.106 1.759 -0.923
H -0.318 -0.099 -1.502
H -1.579 -1.396 0.356
H -1.365 -0.638 2.604
H 0.223 1.262 3.201
C -1.045 -2.883 -2.333
C 0.324 -2.429 -2.873
H -1.826 -2.320 -2.843
H -1.177 -3.957 -2.421
H -1.144 -2.622 -1.282
H 0.497 -2.952 -3.811
H 1.102 -2.560 -2.120
H 0.324 -1.351 -3.033

Cartesian forces, eV/Å:
-0.4 0.7 0.5
1.5 -0.5 0.2
-0.8 0.3 0.8
0.5 -0.1 -0.8
0.1 0.8 0.4
0.4 -1.1 0.5
-1.1 0.9 -0.8
-0.1 -0.1 -0.3
0.1 -0.1 -0.3
0.3 -0.4 0.0
-0.1 0.0 -0.1
-0.3 -0.4 0.1
-0.1 0.1 -0.3
0.1 0.2 0.1
-0.2 -0.2 0.1
0.4 0.7 0.2
-0.6 0.2 0.5
-0.2 -0.4 -0.2
-0.2 0.0 -0.1
0.0 -0.1 0.1
0.5 0.1 0.0
0.2 -0.5 -0.3
-0.1 -0.1 -0.4

Properties
2S+1: 1
E, eV: -9559.7559
E_HOMO, eV: -9.00
Frontier orbital gap, eV: 10.051
SMILES: Cc1ccccc1.CC
ΔE to the lowest compared entry with this formula, charge and spin, kcal/mol: 9.81

Here are the Löwdin charges for atoms 1 to 5, given in e: -0.06, -0.28, -0.04, -0.09, -0.09

Entry 4:
The following is a quantum chemistry calculation of a 2-piece molecular cluster, C9H14 overall at a distorted geometry, from the OMol25 dataset.

Geometry (Å):
C 3.385 1.403 1.130
C 2.439 2.372 0.437
H 3.011 0.391 0.997
H 4.450 1.455 0.895
H 3.399 1.563 2.210
H 2.520 3.409 0.758
H 1.437 1.984 0.622
H 2.563 2.366 -0.646
C 0.027 -1.872 -1.655
C -1.718 0.194 0.999
C -0.721 -0.440 0.328
C -3.053 -0.079 0.615
C -0.983 -1.433 -0.685
C -3.336 -1.051 -0.386
C -2.329 -1.874 -0.824
H -1.511 0.946 1.742
H 0.309 -0.252 0.602
H -3.863 0.489 1.057
H -4.283 -1.103 -0.906
H -0.103 -2.894 -1.996
H 1.043 -1.707 -1.306
H -2.567 -2.690 -1.493
H -0.114 -1.175 -2.497

Cartesian forces, eV/Å:
0.3 0.1 0.9
0.1 -0.3 -0.3
0.3 -0.3 -0.2
-0.2 0.0 -0.6
-0.3 0.1 0.1
0.0 -0.1 0.2
-0.3 0.4 0.1
0.1 0.0 -0.1
0.3 0.4 0.2
-0.5 -0.1 -0.4
0.6 -0.2 0.2
0.1 0.4 -0.3
-0.7 -0.3 0.8
0.6 -0.3 -0.1
-0.3 0.5 -0.7
0.1 0.0 0.2
0.1 0.1 -0.2
0.0 -0.1 0.0
-0.4 -0.2 0.6
-0.2 0.0 -0.1
0.1 0.0 0.1
0.1 0.1 -0.1
0.1 -0.2 -0.2

Properties
2S+1: 2
E, eV: -9551.0045
E_HOMO (alpha / beta), eV: -14.28 / -14.28
Frontier orbital gap (alpha / beta), eV: 9.828 / 6.173
ΔE to the lowest compared entry with this formula, charge and spin, kcal/mol: 10.07
Charge: +1

Here are the Löwdin charges for atoms 1 to 5, given in e: -0.17, -0.16, 0.04, 0.07, 0.07

Entry 5:
The following is a quantum chemistry calculation of a 2-piece molecular cluster, C9H14 overall at a distorted geometry, from the OMol25 dataset.

Geometry (Å):
C 0.528 0.504 2.731
C 1.095 1.484 3.711
H 1.027 -0.440 2.980
H -0.590 0.268 3.089
H 0.765 0.874 1.647
H 0.522 2.464 3.804
H 2.032 1.802 3.506
H 1.093 1.155 4.707
C -0.497 1.209 -3.139
C 0.291 -1.100 -0.148
C 0.338 0.031 -0.913
C -0.568 -2.216 -0.460
C -0.289 0.063 -2.131
C -1.176 -2.205 -1.697
C -0.926 -1.121 -2.542
H 0.853 -1.224 0.759
H 0.834 0.913 -0.494
H -0.696 -3.023 0.211
H -1.596 -3.115 -2.141
H -0.014 2.069 -2.705
H -1.435 1.618 -3.240
H -1.547 -1.078 -3.455
H -0.044 1.068 -4.079

Cartesian forces, eV/Å:
-1.4 -0.4 0.3
-3.3 2.2 0.4
0.1 -0.1 -0.8
2.1 0.8 -1.7
-1.1 -0.9 2.0
0.3 -1.2 -0.5
3.3 0.7 -0.9
0.0 -0.9 1.3
3.0 0.1 3.2
-0.6 -1.2 0.7
0.7 1.7 0.2
-0.1 0.9 -1.6
-0.7 1.3 -1.6
1.2 -1.1 -0.5
-2.6 -1.4 -0.4
0.3 0.4 0.2
0.0 -0.3 -0.4
0.0 -0.7 0.7
-0.4 0.5 0.5
0.7 0.5 0.1
-2.8 -0.1 -0.2
0.9 -0.1 0.2
0.4 -0.7 -1.2

Properties
2S+1: 2
E, eV: -9549.8305
E_HOMO (alpha / beta), eV: -14.20 / -14.20
Frontier orbital gap (alpha / beta), eV: 9.705 / 5.770
ΔE to the lowest compared entry with this formula, charge and spin, kcal/mol: 37.15
Charge: +1

Here are the Löwdin charges for atoms 1 to 5, given in e: -0.19, -0.19, 0.06, 0.12, 0.07

Entry 6:
The following is a quantum chemistry calculation of a 2-piece molecular cluster, C9H14 overall at a distorted geometry, from the OMol25 dataset.

Geometry (Å):
C -2.161 0.109 -3.456
C -0.733 0.078 -3.987
H -2.686 -0.825 -3.612
H -2.205 0.399 -2.405
H -2.745 0.838 -4.022
H -0.198 -0.801 -3.614
H -0.754 -0.021 -5.079
H -0.105 0.948 -3.813
C 2.011 -0.238 3.789
C -0.358 0.184 0.294
C 0.907 -0.442 0.225
C -0.875 0.685 1.514
C 1.630 -0.653 1.354
C -0.148 0.493 2.649
C 1.125 -0.145 2.622
H -0.966 0.207 -0.598
H 1.294 -0.799 -0.720
H -1.849 1.157 1.514
H 2.632 -1.049 1.371
H -0.570 0.728 3.626
H 1.651 0.341 4.642
H 3.033 0.072 3.549
H 2.070 -1.266 4.157

Cartesian forces, eV/Å:
0.1 0.8 -0.3
0.1 -0.7 -0.6
0.1 -0.4 0.2
-0.1 -0.1 0.1
0.0 0.2 0.2
0.1 0.1 0.0
0.0 -0.1 0.2
-0.3 0.3 0.4
-0.3 0.4 0.8
0.0 -0.2 0.0
0.3 -0.5 -0.1
0.2 -0.2 -0.2
-0.4 1.0 0.8
-0.5 -0.2 0.8
0.5 -0.2 -1.0
-0.1 0.2 -0.1
-0.1 0.1 -0.1
0.0 0.0 0.1
0.0 -0.3 -0.3
0.2 0.3 -0.2
0.0 0.1 -0.2
-0.1 -0.1 -0.1
0.1 -0.3 -0.2

Properties
2S+1: 2
E, eV: -9551.3077
E_HOMO (alpha / beta), eV: -14.46 / -14.46
Frontier orbital gap (alpha / beta), eV: 9.988 / 6.269
ΔE to the lowest compared entry with this formula, charge and spin, kcal/mol: 3.08
Charge: +1

Here are the Löwdin charges for atoms 1 to 5, given in e: -0.16, -0.17, 0.07, 0.03, 0.07

Repeat the sixth record exactly.
The following is a quantum chemistry calculation of a 2-piece molecular cluster, C9H14 overall at a distorted geometry, from the OMol25 dataset.

Geometry (Å):
C -2.161 0.109 -3.456
C -0.733 0.078 -3.987
H -2.686 -0.825 -3.612
H -2.205 0.399 -2.405
H -2.745 0.838 -4.022
H -0.198 -0.801 -3.614
H -0.754 -0.021 -5.079
H -0.105 0.948 -3.813
C 2.011 -0.238 3.789
C -0.358 0.184 0.294
C 0.907 -0.442 0.225
C -0.875 0.685 1.514
C 1.630 -0.653 1.354
C -0.148 0.493 2.649
C 1.125 -0.145 2.622
H -0.966 0.207 -0.598
H 1.294 -0.799 -0.720
H -1.849 1.157 1.514
H 2.632 -1.049 1.371
H -0.570 0.728 3.626
H 1.651 0.341 4.642
H 3.033 0.072 3.549
H 2.070 -1.266 4.157

Cartesian forces, eV/Å:
0.1 0.8 -0.3
0.1 -0.7 -0.6
0.1 -0.4 0.2
-0.1 -0.1 0.1
0.0 0.2 0.2
0.1 0.1 0.0
0.0 -0.1 0.2
-0.3 0.3 0.4
-0.3 0.4 0.8
0.0 -0.2 0.0
0.3 -0.5 -0.1
0.2 -0.2 -0.2
-0.4 1.0 0.8
-0.5 -0.2 0.8
0.5 -0.2 -1.0
-0.1 0.2 -0.1
-0.1 0.1 -0.1
0.0 0.0 0.1
0.0 -0.3 -0.3
0.2 0.3 -0.2
0.0 0.1 -0.2
-0.1 -0.1 -0.1
0.1 -0.3 -0.2

Properties
2S+1: 2
E, eV: -9551.3077
E_HOMO (alpha / beta), eV: -14.46 / -14.46
Frontier orbital gap (alpha / beta), eV: 9.988 / 6.269
ΔE to the lowest compared entry with this formula, charge and spin, kcal/mol: 3.08
Charge: +1

Here are the Löwdin charges for atoms 1 to 5, given in e: -0.16, -0.17, 0.07, 0.03, 0.07